# 1
ORCA calculation (ωB97M-V/def2-TZVPD) on a cluster of 2 separate species, C3H9O in total.

```
13
Properties=species:S:1:pos:R:3:forces:R:3
O 2.768 2.788 0.765 -0.05 0.01 -0.03
H 2.819 1.959 1.254 0.03 0.00 0.03
C 0.580 0.218 0.049 0.22 -0.14 0.03
C -0.704 -0.521 0.398 -0.36 -0.16 -0.07
C -1.469 -1.011 -0.824 0.11 0.26 -0.59
H 1.079 -0.227 -0.820 -0.06 -0.06 0.11
H 1.285 0.186 0.879 0.01 0.12 -0.07
H 0.442 1.272 -0.172 -0.04 0.12 0.00
H -1.362 0.105 0.997 0.01 0.21 0.13
H -0.477 -1.384 1.024 0.05 -0.13 0.08
H -2.475 -1.387 -0.650 -0.01 -0.21 0.36
H -1.598 -0.221 -1.567 0.11 0.22 0.08
H -0.887 -1.778 -1.334 -0.01 -0.23 -0.04
```
Forces are in eV/Å.

Results
net charge = -1
max |F| = 0.659 eV/Å
Kohn-Sham gap = 5.58 eV
E_LUMO = 3.639 eV

Mulliken atomic charge list, values in e, 5 entries:
1 O -1.121
2 H 0.144
3 C -1.072
4 C -0.112
5 C -1.168

# 2
ORCA calculation (ωB97M-V/def2-TZVPD) on a cluster of 2 separate species, C3H9O in total in a non-equilibrium geometry.

```
13
Properties=species:S:1:pos:R:3:forces:R:3
O -0.222 1.789 0.748 -0.45 0.35 0.74
H 0.425 2.445 0.487 0.19 0.19 0.19
H -0.241 1.759 1.714 0.14 0.25 -0.26
H -1.928 -0.383 -1.170 0.16 0.16 0.06
C 1.300 -1.042 -0.077 1.06 0.37 1.02
C 0.161 -0.284 -0.573 -1.42 -0.50 -1.39
C -1.248 -0.747 -0.395 0.13 -0.02 0.24
H 1.912 -0.476 0.655 -0.07 0.26 -0.31
H 0.995 -1.882 0.552 -0.10 -0.36 -0.56
H 2.022 -1.323 -0.856 -0.18 -0.32 0.09
H 0.198 0.623 -1.154 0.79 -0.12 -0.06
H -1.356 -1.837 -0.392 0.12 0.06 0.24
H -1.597 -0.331 0.561 -0.37 -0.30 0.00
```
Forces are in eV/Å.

Results
⟨S²⟩ = 0.75
max |F| = 2.054 eV/Å
spin multiplicity = 2
Kohn-Sham gap (spin up / spin down) = 7.29 / 11.96 eV
E_LUMO (spin up / spin down) = 0.800 / 0.782 eV

Mulliken atomic charge list, values in e, 5 entries:
1 O -0.597
2 H 0.298
3 H 0.296
4 H 0.286
5 C -0.950

# 3
ORCA calculation (ωB97M-V/def2-TZVPD) on a cluster of 2 separate species, C3H9O2 in total in a non-equilibrium geometry.

```
14
Properties=species:S:1:pos:R:3:forces:R:3
C -2.625 -0.065 0.879 -0.06 -1.84 3.42
O -1.600 0.121 1.818 -0.89 0.05 -1.56
H -2.419 -0.945 0.182 -0.18 1.18 -0.27
H -3.067 0.845 0.489 0.34 0.53 -1.22
H -3.612 -0.460 1.415 0.93 0.11 -0.51
C 1.230 0.072 -1.188 0.62 1.92 0.55
O 2.437 0.835 -1.584 -1.21 -1.89 -2.33
C 1.424 -0.359 0.335 -0.47 -0.48 -2.32
H 1.066 -0.771 -1.886 0.81 0.27 0.41
H 0.287 0.721 -1.407 1.57 -0.80 0.94
H 2.699 1.427 -0.915 -0.01 0.86 1.49
H 1.423 -1.471 0.270 0.42 0.72 0.79
H 0.467 -0.051 0.685 -0.79 0.00 1.68
H 2.292 0.101 0.907 -1.09 -0.63 -1.06
```
Forces are in eV/Å.

Results
net charge = -1
max |F| = 3.884 eV/Å
Kohn-Sham gap = 5.68 eV
E_LUMO = 3.718 eV

Mulliken atomic charge list, values in e, 5 entries:
1 C -0.600
2 O -0.875
3 H 0.133
4 H 0.175
5 H 0.187

# 4
ORCA calculation (ωB97M-V/def2-TZVPD) on a cluster of 2 separate species, C3H9O2 in total in a non-equilibrium geometry.

```
14
Properties=species:S:1:pos:R:3:forces:R:3
C 1.618 -0.851 0.610 0.63 1.69 0.80
O 2.885 -1.101 0.340 1.24 -0.82 -1.18
C 1.070 0.373 -0.248 1.89 -0.14 -1.85
C -0.009 1.371 0.279 0.36 0.66 -0.54
H 0.979 -1.732 0.566 -0.90 -0.44 -0.06
H 1.654 -0.462 1.673 -1.28 0.04 0.06
H 2.079 0.852 -0.457 -0.98 0.27 1.26
H 1.044 0.137 -1.404 -1.25 -0.26 1.87
H 0.502 2.379 0.276 -1.00 -0.65 -0.39
H -0.925 1.348 -0.383 0.84 0.39 0.73
H -0.352 1.311 1.340 0.40 -0.75 -0.72
H -3.200 -0.508 -0.945 0.32 0.41 0.01
H -3.455 -1.978 -0.890 0.15 -0.43 0.02
O -3.890 -1.140 -0.756 -0.42 0.03 0.00
```
Forces are in eV/Å.

Results
net charge = -1
max |F| = 2.645 eV/Å
Kohn-Sham gap = 5.40 eV
E_LUMO = 3.460 eV

Mulliken atomic charge list, values in e, 5 entries:
1 C -0.360
2 O -0.896
3 C -0.499
4 C -0.769
5 H 0.153

For reference, ΔE to the lowest compared entry with this formula, charge and spin by record: 27.8 17.0 228.7 177.9 kJ/mol.